Record 1
The following is a quantum chemistry calculation of a 6-piece molecular cluster, C48H86BF7N3O18 overall at a distorted geometry, from the Open Molecules 2025 dataset.

Output
Charge: +1
HOMO-LUMO gap: 7.0479 eV
F_max: 0.1074 hartree/bohr
E_HOMO: -0.368 hartree

Structure (XYZ):
```
163
Properties=species:S:1:pos:R:3:forces:R:3
C 2.91317 3.39488 2.02443 -1.588 0.153 0.599
N 3.81464 3.33437 0.81064 -0.095 -1.483 1.104
C 4.84085 2.18882 0.93604 -0.616 0.459 -0.754
C 4.14588 0.74365 0.55317 -0.345 -0.368 -0.080
C 3.91275 0.55107 -1.09191 0.593 -0.212 2.226
C 2.99618 -0.82514 -1.23598 0.049 2.082 -1.285
C 2.72518 -1.05093 -2.83698 0.968 -0.986 -1.582
F 2.36190 -2.47165 -3.19364 1.057 4.239 1.385
F 4.00585 -0.78811 -3.58802 -3.922 -0.878 2.346
C 1.55440 -0.10826 -3.48832 0.057 1.010 -3.378
F 1.84058 1.34500 -3.48850 -0.543 -4.823 0.316
F 1.46493 -0.50650 -4.94325 0.499 1.322 4.829
C 0.05293 -0.32945 -2.87000 -3.832 0.195 -1.079
F -0.05937 -1.39893 -1.85201 0.613 4.056 -3.141
F -0.47809 1.00016 -2.41819 1.904 -5.093 -0.974
F -0.85953 -0.74252 -4.00127 3.178 1.370 4.249
N 3.67559 -2.07364 -0.71752 -1.007 -0.284 -0.166
C 4.17817 -1.99060 0.70595 2.451 0.496 2.283
C 5.34445 -3.18017 0.85605 -0.685 0.043 -0.252
C 4.74897 -4.69957 0.70916 1.623 -1.249 0.469
O 4.41739 -5.09379 -0.68786 -0.813 0.257 2.192
C 3.69304 -6.37717 -0.72341 -0.022 -1.201 -1.105
C 2.49684 -6.19484 -1.86786 1.697 -0.284 -0.441
O 1.26584 -6.93810 -1.55870 -1.379 3.406 -0.282
C 0.07302 -6.07766 -1.56042 -4.103 1.938 1.301
C -0.33841 -4.97154 -2.69875 -1.573 -0.242 2.201
C -1.68162 -4.03130 -2.63344 0.885 -3.040 3.127
C -2.75450 -4.20305 -1.37770 3.331 -2.101 -0.543
C -4.09503 -3.24790 -1.41874 0.145 -0.321 -1.316
C -4.72274 -3.43556 -2.95834 -0.093 -0.256 0.644
C -3.63365 -1.67870 -1.31925 -0.063 0.220 -1.262
C -5.29195 -3.69452 -0.39565 0.229 0.120 0.467
C -5.24760 -3.00580 1.08895 -1.045 -0.371 1.141
C -6.22728 -3.95628 2.05672 -0.458 0.502 -1.062
C -5.96450 -1.49539 1.14474 1.672 0.026 0.535
C -3.77797 -3.00726 1.81812 -0.149 -0.999 0.679
C -2.39995 -5.33133 -0.24311 2.283 0.582 -2.802
C -1.00543 -6.25147 -0.29378 -0.858 2.582 -2.661
B 3.00683 -2.10156 1.86312 -1.336 0.025 1.976
N 3.44482 -1.88043 3.31673 -1.215 -0.211 -2.276
O 1.58675 -2.43668 1.64219 2.291 1.627 -0.983
C 4.99757 -0.57057 1.03724 0.364 0.328 -1.576
H 2.02302 2.60479 1.93330 1.767 1.483 0.470
H 2.37055 4.45231 2.11426 1.362 -2.245 -0.345
H 3.47101 3.20610 3.03926 -0.892 0.342 -2.129
H 3.18098 3.16438 -0.00174 0.949 0.259 0.769
H 5.22155 2.23862 2.05739 -0.597 -0.399 -2.526
H 5.68239 2.43894 0.14881 -1.412 -0.684 1.771
H 3.04570 0.78462 1.00996 2.281 -0.310 -0.597
H 3.36339 1.52445 -1.43947 0.975 -2.232 0.093
H 4.98312 0.40502 -1.54453 -2.272 0.401 0.476
H 2.03405 -0.63832 -0.59014 1.669 -0.606 -1.664
H 4.43472 -2.40665 -1.35221 -0.531 0.337 0.380
H 2.93371 -2.83704 -0.72532 1.100 0.695 -0.148
H 5.83730 -3.06232 1.91452 -1.131 -0.285 -2.071
H 6.18753 -2.94064 0.04583 -1.826 -0.714 1.630
H 5.63241 -5.43452 1.03276 -1.813 1.621 -0.446
H 3.85171 -4.95513 1.42044 1.512 0.907 -1.293
H 4.47308 -7.19248 -1.11085 -1.744 1.708 0.906
H 3.29160 -6.74738 0.31164 0.581 1.031 -1.877
H 2.94316 -6.66047 -2.85835 -1.058 1.112 1.891
H 2.36219 -5.04045 -2.00359 -0.127 -2.231 0.257
H 0.38292 -4.84297 -3.61784 -1.602 -0.273 1.987
H -1.88309 -3.24990 -3.50112 0.585 -1.954 2.076
H -4.02519 -2.93334 -3.75595 -1.492 -1.020 1.518
H -4.84897 -4.58140 -3.19434 0.294 2.292 0.428
H -5.78677 -2.94644 -2.95528 2.084 -0.779 -0.207
H -4.59628 -0.99659 -1.23654 2.115 -1.367 0.121
H -2.81153 -1.44748 -0.51959 -1.892 -0.466 -1.285
H -3.14793 -1.39842 -2.37324 -0.968 -0.610 2.261
H -5.23825 -4.85672 -0.26540 -0.069 2.121 -0.300
H -6.36783 -3.45725 -0.85330 2.441 -0.403 0.838
H -6.18836 -5.08341 1.69546 0.023 2.271 1.000
H -5.93312 -3.84505 3.18633 -0.662 -0.243 -2.210
H -7.33202 -3.55149 1.86698 2.264 -1.091 0.650
H -6.70202 -1.30649 0.25616 1.276 -0.421 1.877
H -5.07914 -0.69509 1.12257 -2.057 -1.550 -0.166
H -6.46194 -1.37393 2.21557 0.802 -0.247 -2.451
H -2.86259 -2.90907 1.09618 -1.822 0.097 1.423
H -3.66883 -4.07795 2.33512 -0.101 2.254 -1.101
H -3.73414 -2.23598 2.72831 -0.123 -1.494 -2.207
H -3.16853 -5.48131 0.65164 2.013 0.266 -2.167
H -0.82303 -7.01782 0.59496 -0.321 1.786 -2.284
H 2.76585 -2.29339 3.99300 0.645 0.959 -0.772
H 3.65404 -0.87674 3.51079 -0.092 -1.318 0.103
H 1.13082 -1.79700 1.02056 0.643 -1.381 0.958
H 5.97824 -0.59904 0.35714 -1.943 0.144 1.458
H 5.37909 -0.51821 2.14321 -1.058 -0.323 -2.118
C 9.41497 5.70536 -3.41302 -0.048 -0.052 -0.308
C 9.17761 4.95227 -2.11609 0.688 0.597 -0.077
O 7.99433 4.14590 -2.19750 -0.263 -1.363 -0.416
C 8.11094 3.00330 -2.91836 0.873 0.541 -0.301
O 9.11692 2.60980 -3.48785 -1.598 0.372 0.919
O 6.90304 2.38477 -2.92423 0.565 0.286 0.254
C 6.85734 1.21843 -3.74247 -0.009 -0.382 -0.300
H 8.52955 6.28917 -3.68720 0.138 0.013 0.178
H 10.26978 6.38363 -3.31610 -0.171 -0.121 0.065
H 9.61323 5.02189 -4.24348 0.076 0.033 0.188
H 9.01518 5.67085 -1.30555 -0.238 -0.320 -0.097
H 10.04269 4.34101 -1.83677 -0.221 -0.043 -0.159
H 7.64992 0.51223 -3.47511 -0.003 0.234 -0.147
H 6.93153 1.50133 -4.79716 0.131 -0.148 0.177
H 5.89266 0.72874 -3.58276 0.101 0.347 0.065
C -12.76876 -0.79763 0.19706 0.044 0.049 -0.294
C -12.32652 -1.85420 1.19386 -0.154 0.701 0.166
O -12.14270 -3.12351 0.55193 1.044 -0.439 -0.530
C -11.01218 -3.24996 -0.18609 -0.077 0.456 -0.055
O -10.15467 -2.39492 -0.34343 -0.992 -1.210 0.266
O -11.01281 -4.48528 -0.74790 -0.029 0.888 0.559
C -9.92625 -4.71159 -1.64240 0.355 -0.178 -0.343
H -13.66388 -1.12687 -0.34177 0.042 0.071 0.212
H -12.98983 0.14680 0.70630 0.006 -0.189 -0.058
H -11.99802 -0.60813 -0.55538 -0.022 -0.001 0.204
H -13.11028 -1.99131 1.94661 0.167 -0.319 -0.228
H -11.41680 -1.55555 1.72604 -0.024 -0.133 -0.239
H -8.96428 -4.50833 -1.16107 -0.207 0.115 -0.088
H -10.04794 -4.09487 -2.53836 0.146 0.004 0.190
H -9.94541 -5.76336 -1.94126 -0.247 0.193 0.224
C -16.66431 4.22564 -2.70809 -0.250 -0.159 -0.113
C -15.15873 4.07049 -2.58702 -0.324 0.592 -0.102
O -14.79600 2.69618 -2.39542 0.248 -0.761 -0.758
C -14.85554 1.91358 -3.50119 -0.386 0.268 -0.362
O -15.18071 2.27302 -4.62201 0.576 -0.530 1.576
O -14.52012 0.64920 -3.13998 -0.120 1.033 -0.118
C -14.64790 -0.30345 -4.19265 -0.016 -0.431 -0.389
H -17.16855 3.77680 -1.84538 0.144 0.170 -0.019
H -16.94096 5.28394 -2.76829 0.091 -0.164 0.045
H -17.04956 3.72034 -3.59823 0.159 0.140 0.048
H -14.80919 4.61569 -1.70368 0.082 -0.404 -0.068
H -14.63582 4.49047 -3.45316 -0.116 -0.254 0.036
H -14.08615 0.00496 -5.08017 -0.233 0.054 0.152
H -15.70506 -0.44899 -4.43577 0.197 0.109 -0.104
H -14.23962 -1.25515 -3.84122 -0.041 0.321 0.202
C 12.46499 10.27535 0.78928 0.312 -0.042 -0.036
C 11.22533 9.42628 1.00798 0.091 0.684 0.268
O 11.35210 8.15279 0.36054 0.385 -1.006 0.388
C 12.15807 7.25621 0.98127 0.404 0.410 0.395
O 12.76813 7.43612 2.02369 -0.974 -0.363 -1.487
O 12.19511 6.13002 0.22498 -0.269 0.842 0.470
C 13.09793 5.13962 0.71077 0.359 -0.456 0.159
H 12.68340 10.37014 -0.27997 -0.175 0.067 0.127
H 12.32823 11.27653 1.21246 -0.034 -0.176 -0.087
H 13.34683 9.82526 1.25391 -0.203 0.052 0.058
H 10.36118 9.92558 0.55672 0.111 -0.394 -0.088
H 11.00360 9.29736 2.07298 0.175 -0.147 -0.169
H 12.89432 4.89340 1.75781 0.110 0.204 -0.167
H 14.12926 5.48504 0.58858 -0.167 -0.039 0.188
H 12.96325 4.23417 0.11249 -0.162 0.336 -0.055
C 2.33102 3.56950 8.06168 -0.246 -0.166 -0.095
C 3.83660 3.41434 8.18274 -0.342 0.696 -0.068
O 4.19933 2.04003 8.37434 0.230 -0.963 -1.030
C 4.13979 1.25743 7.26857 -0.295 0.387 0.188
O 3.81462 1.61687 6.14775 0.513 -0.538 1.199
O 4.47521 -0.00695 7.62978 -0.171 0.946 -0.319
C 4.34744 -0.95960 6.57712 0.040 -0.353 -0.213
H 1.82678 3.12065 8.92438 0.147 0.178 -0.028
H 2.05438 4.62779 8.00147 0.096 -0.172 0.052
H 1.94577 3.06419 7.17154 0.143 0.135 0.042
H 4.18614 3.95954 9.06608 0.081 -0.418 -0.088
H 4.35951 3.83432 7.31660 -0.100 -0.250 0.048
H 4.90918 -0.65119 5.68960 -0.170 0.044 0.155
H 3.29027 -1.10513 6.33399 0.140 0.108 -0.076
H 4.75571 -1.91129 6.92854 -0.043 0.333 0.174
```
Positions in Å, forces in eV/Å.

Record 2
The following is a quantum chemistry calculation of C21H37N8OS3Sc as an isolated structure at a distorted geometry, from the Open Molecules 2025 dataset.

Output
HOMO-LUMO gap: 6.7134 eV
F_max: 0.0235 hartree/bohr
E_HOMO: -0.234 hartree
Relative energy (zero: lowest compared OMol25 entry of this formula, charge and spin): 0.00 kcal/mol

Structure (XYZ):
```
71
Properties=species:S:1:pos:R:3:forces:R:3
Sc 0.06003 -0.34360 -0.61563 -0.538 -0.934 -0.551
C 2.66765 -0.33116 -2.36615 0.444 -0.110 0.220
C 3.24841 -1.09843 -1.16964 -0.099 0.251 -0.409
N 2.25560 -1.17744 -0.08826 0.134 0.129 0.461
C 2.18945 -2.49126 0.53913 -0.097 -0.364 -0.173
C 1.47352 -3.47360 -0.40612 0.395 0.258 0.297
N 0.33860 -2.79693 -1.03391 -0.444 -0.290 0.392
C 0.22863 -3.00221 -2.47782 0.032 0.158 -0.394
C 1.24628 -2.12953 -3.23168 -0.308 -0.432 0.280
N 1.30442 -0.78971 -2.63841 -0.088 0.633 -0.379
H 2.62426 0.73273 -2.11992 0.004 -0.073 -0.034
H 3.33170 -0.45649 -3.23546 -0.101 0.063 0.092
H 3.54277 -2.10655 -1.47231 -0.037 0.032 0.010
H 4.15043 -0.57835 -0.82824 -0.111 -0.105 0.004
H 2.53931 -0.45931 0.59900 -0.089 -0.108 -0.139
H 3.18063 -2.88648 0.80170 -0.080 0.042 0.058
H 1.61082 -2.39864 1.46223 0.036 0.025 0.010
H 2.16670 -3.81052 -1.17960 -0.011 -0.035 0.018
H 1.15850 -4.35811 0.15755 0.040 0.032 -0.120
H -0.53110 -3.12205 -0.61119 0.076 0.087 -0.225
H 0.38173 -4.05568 -2.75425 -0.092 0.096 0.020
H -0.78354 -2.70732 -2.77232 0.086 -0.035 0.120
H 2.23763 -2.58717 -3.17423 -0.030 0.047 -0.065
H 0.96192 -2.09042 -4.28940 0.107 0.014 0.140
H 0.84746 -0.11968 -3.26277 0.032 -0.225 0.257
C -3.65558 1.27947 -3.47037 -0.020 -0.079 0.005
C -2.81474 0.48788 -2.50531 -0.307 -0.571 0.233
S -1.20590 1.13750 -2.28849 0.422 -0.055 0.454
C -3.26250 -0.61601 -1.86988 0.110 0.653 -0.314
C -4.60483 -1.23500 -2.13547 0.081 0.114 0.035
S -2.32642 -1.45676 -0.65650 0.480 0.052 0.043
H -3.12520 2.19326 -3.73233 -0.143 0.000 -0.092
H -4.61358 1.54508 -3.02329 -0.089 0.057 -0.060
H -3.84686 0.70949 -4.37917 -0.070 0.044 -0.155
H -5.29443 -0.52470 -2.58416 -0.114 0.010 -0.046
H -5.02416 -1.61082 -1.20284 -0.122 -0.015 -0.039
H -4.49184 -2.08262 -2.81490 -0.082 -0.070 -0.021
O 1.02827 1.28294 -0.11253 0.320 0.692 -0.096
N 1.58290 2.48545 -0.19666 0.488 0.234 0.234
C 0.90681 3.47515 -0.79462 -0.537 0.574 -0.401
C 1.42767 4.73854 -0.89835 -0.057 -0.254 0.068
C 2.69331 4.98952 -0.35724 0.009 -0.196 0.069
C 3.37368 3.97070 0.25412 -0.160 0.412 -0.177
C 2.82533 2.67755 0.35746 -0.008 -0.494 0.126
S 3.61568 1.41230 1.12961 0.558 -0.075 0.353
H -0.06353 3.19112 -1.18381 0.017 -0.051 0.001
H 0.85783 5.51053 -1.38454 -0.120 0.043 -0.075
H 3.12371 5.97816 -0.41426 0.060 0.061 -0.018
H 4.35097 4.12635 0.68389 0.008 -0.069 0.035
C -1.55515 0.95884 1.72916 -0.459 0.339 -0.285
N -2.09098 1.29281 3.03398 -0.094 0.258 0.020
C -2.69078 0.09718 3.61180 -0.232 -0.012 -0.021
N -1.71144 -0.97365 3.75953 -0.003 -0.231 0.179
C -1.17480 -1.28625 2.44874 -0.262 -0.450 -0.069
N -0.53127 -0.11869 1.80017 0.047 -0.225 -0.225
C 0.52738 0.34956 2.72808 0.394 0.248 -0.040
N 0.00941 0.68564 4.03908 0.214 -0.018 0.205
C -0.99481 1.72983 3.88866 -0.025 0.178 0.092
C -0.63062 -0.49025 4.61113 -0.009 -0.057 0.164
H -1.09558 1.85744 1.29739 -0.033 -0.242 -0.016
H -2.37950 0.62127 1.08568 0.323 0.060 0.056
H -3.49521 -0.24548 2.95531 0.016 0.019 0.073
H -3.10258 0.34110 4.59403 -0.014 -0.017 -0.040
H -1.99213 -1.64331 1.81269 0.209 0.106 0.066
H -0.42872 -2.08210 2.55992 -0.019 0.069 -0.052
H 1.01289 1.23338 2.30735 -0.034 -0.243 -0.045
H 1.27444 -0.44314 2.84141 -0.008 0.078 -0.085
H -0.52517 2.61234 3.44432 -0.042 -0.029 0.055
H -1.38956 1.99050 4.87405 0.031 0.018 -0.037
H -1.03900 -0.23242 5.59297 0.053 -0.052 -0.054
H 0.11475 -1.28177 4.73192 -0.036 0.031 0.011
```
Positions in Å, forces in eV/Å.

Record 3
The following is a quantum chemistry calculation of an isolated ion of composition C3H11N4 and charge +1 at a distorted geometry, from the Open Molecules 2025 dataset.

Output
Charge: +1
HOMO-LUMO gap: 9.6538 eV
F_max: 0.1223 hartree/bohr
E_HOMO: -0.482 hartree
Relative energy (zero: lowest compared OMol25 entry of this formula, charge and spin): 61.00 kcal/mol

Structure (XYZ):
```
18
Properties=species:S:1:pos:R:3:forces:R:3
C -2.63859 0.52229 0.21487 0.992 4.293 -0.300
N -1.30144 0.81458 -0.41287 0.554 -3.661 1.768
C -0.28517 -0.43789 0.37731 -1.095 2.732 -5.556
N -0.19501 -1.73534 -0.16580 1.316 0.238 -0.619
N 0.88977 0.40942 0.30459 1.050 1.954 -1.262
C 2.11412 -0.00505 0.23043 -0.309 -1.957 -0.509
N 3.20279 0.65850 -0.19410 -2.719 -0.475 1.138
H -2.51277 1.23138 1.11102 -1.375 -1.690 -0.741
H -3.35407 0.95200 -0.52400 0.027 -0.260 1.001
H -2.87125 -0.49997 0.36852 -0.128 -0.949 0.513
H -1.46453 0.55806 -1.37820 0.758 -0.440 -0.470
H -0.63022 -0.37027 1.31400 -1.696 -0.353 3.380
H 0.19946 -1.86538 -1.09944 0.362 0.899 0.301
H -1.01433 -2.29247 -0.25779 -1.064 -0.104 1.042
H 0.61292 1.37287 -0.04012 0.192 -1.268 0.770
H 2.07895 -1.11623 0.43082 1.228 1.139 -0.214
H 4.02879 0.13050 -0.06827 1.265 0.192 -0.066
H 3.14057 1.67300 -0.21099 0.643 -0.289 -0.176
```
Positions in Å, forces in eV/Å.

Record 4
The following is a quantum chemistry calculation of a 2-piece molecular cluster, C4H12N4 overall, from the Open Molecules 2025 dataset.

Output
HOMO-LUMO gap: 9.5653 eV
F_max: 0.0160 hartree/bohr
E_HOMO: -0.323 hartree
Relative energy (zero: lowest compared OMol25 entry of this formula, charge and spin): 32.41 kcal/mol

Structure (XYZ):
```
20
Properties=species:S:1:pos:R:3:forces:R:3
H -1.24824 -3.60717 1.67747 0.116 -0.017 0.100
N -0.46959 -3.74820 1.04089 -0.305 -0.045 -0.247
C -0.45617 -2.80984 0.18012 0.311 0.321 0.310
N 0.41030 -2.80107 -0.87783 0.243 -0.210 0.202
C 0.89490 -1.55459 -1.43779 -0.504 -0.341 -0.552
H -1.08384 -1.91380 0.23223 -0.122 -0.087 -0.131
H 1.07313 -3.56247 -0.82438 -0.009 0.005 -0.076
H 1.12461 -1.70498 -2.49398 0.114 0.013 0.030
H 0.06649 -0.84815 -1.40348 0.162 0.199 0.095
H 1.77551 -1.15012 -0.93978 -0.021 0.030 0.128
C 0.64294 1.16101 0.37076 -0.044 0.083 0.505
N -0.76550 1.46623 0.18185 -0.010 0.013 -0.546
C -1.18271 2.63447 0.36667 0.105 0.474 0.355
N -0.39524 3.72889 0.88304 -0.039 0.019 -0.260
H 1.14763 1.19168 -0.59428 -0.029 0.016 -0.047
H 0.72233 0.14507 0.75148 0.043 -0.012 0.007
H 1.15158 1.84435 1.05170 -0.020 0.049 -0.025
H -2.21568 2.89346 0.12872 -0.133 -0.389 0.100
H -0.25302 4.40072 0.13131 0.187 -0.061 0.054
H -0.93943 4.23453 1.57526 -0.044 -0.061 -0.003
```
Positions in Å, forces in eV/Å.